C22H40As2F3IN5O7S2Y as an isolated structure. Source: the OMol25 dataset; level of theory: ωB97M-V/def2-TZVPD.

Results
molar mass: 973.37 g mol⁻¹
frontier orbital gap: 7.417 eV
total charge: +2
F_max: 0.95 eV/Å
multiplicity: 1
highest occupied orbital energy: -13.110 eV

Each line ends with the natural charge from an NBO analysis.
CARTESIAN COORDINATES (ANGSTROEM)
Y (1.4132, 1.3144, -0.8320)  1.668
C (0.3533, -2.5779, -2.4104)  -0.928
As (1.8183, -1.3359, -2.1213)  0.845
C (2.8366, -1.6506, -3.7492)  -0.918
C (2.8516, -2.2611, -0.7449)  -0.358
C (2.6714, -3.6267, -0.5486)  -0.156
C (3.3359, -4.2921, 0.4706)  -0.203
C (4.1944, -3.5907, 1.3063)  -0.175
C (4.3983, -2.2320, 1.1032)  -0.207
C (3.7386, -1.5599, 0.0828)  -0.332
As (4.0810, 0.3349, -0.2256)  0.848
C (5.4270, 0.2571, -1.6263)  -0.914
C (5.2148, 0.8526, 1.2499)  -0.927
H (-0.0866, -2.8618, -1.4597)  0.232
H (0.7039, -3.4644, -2.9262)  0.245
H (-0.3987, -2.0903, -3.0242)  0.243
H (3.3972, -2.5734, -3.6655)  0.246
H (3.5048, -0.8169, -3.9453)  0.244
H (2.1354, -1.7304, -4.5751)  0.245
H (2.0024, -4.1876, -1.1886)  0.210
H (3.1817, -5.3559, 0.6114)  0.237
H (4.7123, -4.0999, 2.1105)  0.237
H (5.0800, -1.6999, 1.7525)  0.224
H (6.1630, -0.4938, -1.3714)  0.242
H (5.9070, 1.2285, -1.7025)  0.248
H (4.9698, 0.0222, -2.5809)  0.238
H (6.1430, 0.2951, 1.2085)  0.242
H (4.7138, 0.6865, 2.1964)  0.251
H (5.4306, 1.9102, 1.1441)  0.253
I (1.5974, 1.0564, 2.5072)  0.146
C (0.6034, 2.3890, 1.1128)  -1.156
H (0.9450, 3.3822, 1.4031)  0.228
H (-0.4504, 2.3183, 1.3829)  0.216
F (3.1385, 5.1590, -2.5115)  -0.266
C (2.3985, 4.2149, -1.9987)  0.718
F (1.2912, 4.7351, -1.4642)  -0.291
F (3.0877, 3.6162, -0.9818)  -0.304
S (1.9626, 2.8634, -3.2268)  2.326
O (0.6499, 2.4107, -2.6777)  -1.039
O (1.9426, 3.4298, -4.5238)  -0.853
O (2.9278, 1.8303, -2.8713)  -0.955
C (-3.7575, -3.3839, 6.5936)  -0.621
C (-3.6800, -2.2223, 5.5984)  -0.660
S (-3.2937, -2.8590, 3.9935)  2.187
O (-4.3234, -3.7674, 3.5636)  -0.933
O (-1.9136, -3.2863, 3.9669)  -0.963
C (-3.3918, -1.4402, 2.9084)  -0.689
C (-3.1731, -1.9742, 1.4804)  -0.233
N (-2.2929, -1.1001, 0.6717)  -0.305
C (-0.9466, -1.1313, 0.6992)  0.476
N (-0.4431, -0.2554, -0.1766)  -0.584
C (-1.4976, 0.3319, -0.7966)  -0.006
C (-2.6449, -0.1493, -0.2729)  0.132
N (-3.9687, 0.2959, -0.6019)  0.536
O (-4.0391, 1.2410, -1.3867)  -0.437
O (-4.9255, -0.2519, -0.1118)  -0.324
C (-0.1525, -2.0652, 1.5393)  -0.681
H (-4.0308, -2.9970, 7.5741)  0.238
H (-2.7959, -3.8909, 6.6795)  0.234
H (-4.5110, -4.1087, 6.2865)  0.241
H (-2.8891, -1.5112, 5.8466)  0.242
H (-4.6341, -1.6957, 5.5028)  0.243
H (-2.6246, -0.7231, 3.2132)  0.242
H (-4.3794, -0.9916, 3.0259)  0.255
H (-4.1135, -2.0684, 0.9652)  0.268
H (-2.7149, -2.9587, 1.5020)  0.248
H (-1.3982, 1.0875, -1.5665)  0.245
H (-0.6067, -3.0555, 1.5820)  0.260
H (-0.0877, -1.7072, 2.5686)  0.273
H (0.8578, -2.1388, 1.1431)  0.256
N (-4.1116, 5.5046, -2.6913)  -0.670
C (-3.7319, 4.1268, -3.1836)  -0.238
C (-2.3216, 3.7689, -2.7424)  -0.248
N (-2.1228, 3.6305, -1.3083)  -0.853
H (-5.0761, 5.7362, -2.9282)  0.451
H (-3.5078, 6.2206, -3.0955)  0.442
H (-4.0161, 5.5509, -1.6755)  0.441
H (-3.8317, 4.1324, -4.2666)  0.239
H (-4.4530, 3.4336, -2.7588)  0.241
H (-1.6001, 4.4895, -3.1352)  0.216
H (-2.0900, 2.8283, -3.2418)  0.230
H (-2.8335, 3.0718, -0.8543)  0.385
H (-1.9196, 4.4774, -0.7985)  0.375

Atomic forces in eV per Å
Y 0.0731 -0.7366 0.6007
C -0.0020 0.1013 0.0682
As 0.2682 -0.3148 -0.0990
C -0.0314 0.1889 0.0112
C -0.0199 0.0184 -0.0481
C -0.0182 -0.0372 -0.0105
C 0.0732 -0.0339 0.0934
C -0.0301 -0.0363 -0.0252
C 0.0305 -0.1086 0.0774
C -0.0158 0.0806 -0.0767
As 0.3259 -0.3077 -0.0606
C -0.1945 0.0984 -0.0571
C -0.1370 -0.0114 0.0392
H -0.0666 -0.0281 0.0810
H 0.0550 -0.1232 -0.0701
H -0.0698 0.0404 -0.0615
H 0.0923 -0.1473 0.0288
H 0.0268 -0.0093 -0.0067
H -0.0754 0.0135 -0.0811
H 0.0025 -0.0110 0.0059
H 0.0166 0.0804 -0.0022
H -0.0326 0.0279 -0.0526
H 0.0244 -0.0128 0.0271
H 0.1449 -0.1577 0.0689
H 0.0173 0.1028 -0.0091
H -0.0096 -0.0134 -0.0497
H 0.1496 -0.0880 -0.0100
H -0.0288 0.0064 0.0867
H 0.0380 0.1484 0.0047
I -0.0187 0.0056 -0.1490
C -0.1773 0.3255 -0.0702
H 0.0455 0.0312 0.0457
H -0.0176 -0.0269 0.0429
F 0.0703 0.0310 -0.0864
C 0.0019 -0.0431 -0.0627
F 0.0911 0.0731 -0.0872
F -0.3947 0.0333 -0.0039
S 0.1136 0.3539 -0.2686
O -0.2269 0.1901 0.1663
O -0.0280 -0.0799 0.1337
O -0.0154 -0.0178 0.0697
C 0.0252 0.0670 -0.0282
C -0.0695 -0.0751 0.1321
S 0.0823 -0.1467 0.0158
O 0.0686 0.0692 0.0145
O -0.0709 0.0252 -0.0108
C -0.0344 0.0966 -0.1718
C 0.1654 0.2850 0.0888
N -0.4543 -0.1254 0.1136
C 0.1717 -0.1133 -0.0758
N 0.2139 0.2027 -0.1966
C 0.0887 0.4582 -0.1961
C -0.3468 -0.1799 0.1693
N -0.0534 0.0781 -0.1933
O 0.1849 -0.1333 0.1432
O 0.0437 -0.0619 0.1459
C -0.0336 0.0889 0.0804
H 0.0123 0.0052 -0.0261
H -0.0540 0.0472 -0.0268
H 0.0290 0.0545 -0.0009
H -0.0496 -0.0326 0.0159
H 0.0708 -0.0747 0.0361
H -0.0282 -0.1103 -0.0568
H 0.0677 0.0130 -0.0600
H -0.1487 -0.0213 -0.1105
H 0.1209 -0.0242 0.0066
H -0.0235 -0.0339 0.0962
H 0.0290 0.0357 -0.0468
H -0.0572 -0.0232 -0.0194
H 0.0095 0.0205 -0.0224
N -0.0342 -0.0910 -0.0334
C 0.0235 -0.0058 0.0253
C 0.1405 0.0028 0.2158
N -0.1554 0.0752 -0.2189
H -0.0763 0.0347 -0.0102
H 0.0438 0.0675 -0.0443
H 0.0225 -0.0172 0.0801
H 0.0008 0.0429 -0.0257
H -0.0931 -0.0318 0.0178
H 0.0093 0.0035 0.0159
H 0.0403 -0.0776 0.0004
H 0.0171 0.0049 -0.0009
H 0.0514 -0.0055 -0.0413

***

C22H40As4F7KN2O2 as an isolated structure. Source: the OMol25 dataset; level of theory: ωB97M-V/def2-TZVPD.

Results
molar mass: 836.35 g mol⁻¹
frontier orbital gap (alpha / beta): 6.338 / 5.478 eV
total charge: -1
F_max: 1.55 eV/Å
multiplicity: 2
highest occupied orbital energy (alpha / beta): -4.109 / -4.109 eV
<S²>: 0.79

Each line ends with the Löwdin spin population.
CARTESIAN COORDINATES (ANGSTROEM)
K (-0.3452, 0.4464, -0.5219)  0.001
C (-0.4608, 2.1707, 3.7428)  0.000
C (0.1867, 1.6117, 2.5081)  0.000
N (0.0198, 0.3954, 2.1174)  0.000
O (-0.8516, -0.3164, 3.0063)  0.001
C (1.0206, 2.5486, 1.7365)  0.000
C (1.2974, 3.9188, 2.2648)  0.000
N (1.4437, 2.1557, 0.5546)  0.000
O (2.1780, 2.9666, -0.1282)  0.000
H (-0.9888, 1.4226, 4.3206)  0.000
H (-1.1607, 2.9535, 3.4435)  0.000
H (0.2916, 2.6524, 4.3671)  0.000
H (-1.0599, -1.0931, 2.4822)  0.000
H (1.8440, 3.9149, 3.2123)  0.000
H (0.3823, 4.4947, 2.4261)  0.000
H (1.8979, 4.4340, 1.5167)  0.000
C (4.7775, 1.2228, 1.0890)  0.000
As (3.4200, -0.1489, 0.7732)  0.000
C (3.2914, 0.1677, -1.1661)  0.000
C (4.6616, -1.6948, 0.7857)  0.000
C (4.0648, -3.0986, 0.5701)  0.000
C (4.1104, -3.4240, -0.9274)  0.000
C (2.6317, -3.2904, 1.1012)  0.000
As (1.0686, -2.5967, 0.1006)  0.000
C (0.8903, -4.0130, -1.2571)  0.000
C (-0.2098, -3.4013, 1.3636)  0.005
C (4.9735, -4.1251, 1.2720)  0.000
As (5.1621, -4.2920, 3.2321)  0.000
C (4.6566, -2.5588, 3.9951)  0.000
C (3.4924, -5.2355, 3.6527)  0.000
H (5.6461, 1.0730, 0.4465)  0.000
H (5.0821, 1.1926, 2.1352)  0.000
H (4.2977, 2.1759, 0.8665)  0.000
H (4.2704, 0.0906, -1.6428)  0.000
H (2.8978, 1.1836, -1.2553)  0.000
H (2.6094, -0.5434, -1.6369)  0.000
H (5.1317, -1.6281, 1.7744)  0.000
H (5.4611, -1.5321, 0.0556)  0.000
H (3.5775, -2.6801, -1.5230)  0.000
H (3.6738, -4.4016, -1.1391)  0.000
H (5.1462, -3.4273, -1.2751)  0.000
H (2.5198, -2.8586, 2.0974)  0.000
H (2.4280, -4.3639, 1.1932)  0.000
H (1.1892, -4.9838, -0.8581)  0.000
H (1.4900, -3.7763, -2.1330)  0.000
H (-0.1580, -4.0514, -1.5521)  0.001
H (-0.0886, -4.4862, 1.3673)  0.000
H (-1.2350, -3.1570, 1.0814)  0.006
H (-0.0082, -3.0135, 2.3629)  0.000
H (5.9981, -3.9892, 0.9111)  0.000
H (4.6733, -5.1370, 0.9720)  0.000
H (5.4906, -1.8625, 3.9246)  0.000
H (4.4620, -2.7503, 5.0516)  0.000
H (3.7736, -2.1070, 3.5495)  0.000
H (3.4200, -6.1238, 3.0254)  0.000
H (2.6097, -4.6144, 3.4993)  0.000
H (3.5394, -5.5505, 4.6943)  0.000
F (-2.5252, 0.9087, 0.2887)  0.000
As (-3.0283, 2.2736, -0.7140)  0.000
F (-1.8307, 3.2201, 0.0941)  0.000
F (-1.7759, 1.7936, -1.8652)  0.000
F (-3.4883, 3.5712, -1.7448)  0.000
F (-4.1026, 1.1658, -1.5313)  0.000
F (-4.2437, 2.6670, 0.4408)  0.000
F (-1.6100, -4.0886, -4.9280)  0.035
C (-2.0846, -3.5982, -3.7552)  0.115
C (-2.1129, -2.2259, -3.5666)  -0.017
C (-2.5982, -1.7399, -2.3682)  0.111
C (-3.0522, -2.6127, -1.3497)  0.054
C (-3.5642, -2.0976, -0.1352)  0.526
C (-3.0003, -3.9999, -1.5977)  0.114
C (-2.5231, -4.4937, -2.7966)  -0.015
H (-1.7662, -1.5628, -4.3461)  -0.004
H (-2.6691, -0.6697, -2.1945)  0.004
H (-3.9257, -2.7704, 0.6287)  0.031
H (-3.6225, -1.0360, 0.0370)  0.030
H (-3.3439, -4.6884, -0.8361)  0.004
H (-2.4776, -5.5546, -2.9985)  -0.004

Atomic forces in eV per Å
K 1.4669 -0.5030 -0.0378
C 0.0023 0.1130 0.0721
C 0.1805 0.1255 -0.1562
N -0.1400 0.1321 0.3924
O 0.0605 -0.0302 -0.1234
C -0.2393 -0.5228 -0.0459
C 0.0876 0.2235 -0.0200
N 0.0536 0.3227 0.3524
O 0.0590 -0.0960 -0.1970
H 0.0073 -0.0299 -0.0317
H -0.0423 -0.0228 -0.0114
H 0.0223 -0.0208 0.0322
H -0.0278 -0.0748 0.0059
H 0.0488 -0.0436 0.0102
H -0.0406 -0.0156 -0.0212
H 0.0004 -0.0050 0.0308
C -0.0189 -0.0978 0.0462
As -0.2439 -0.0726 -0.0763
C -0.0444 -0.0591 0.1304
C 0.1117 0.1498 0.1088
C -0.0289 -0.0283 0.0560
C 0.0602 0.0293 -0.0803
C -0.0794 -0.0214 -0.0681
As 0.0045 -0.1526 -0.0941
C -0.0116 0.0566 0.0820
C 0.0487 0.0445 0.0012
C 0.0861 -0.0549 -0.1075
As 0.0611 -0.0939 0.0347
C 0.0094 0.0159 0.1103
C -0.0767 0.0583 0.0284
H 0.0259 0.0450 -0.0174
H 0.0341 0.0422 0.0048
H 0.0370 0.0454 -0.0040
H 0.0133 0.0203 0.0055
H 0.0382 0.0268 -0.0737
H 0.0011 0.0092 0.0170
H -0.0756 -0.0590 -0.2188
H 0.0198 -0.0105 -0.0084
H -0.0406 0.0489 0.0631
H 0.0081 -0.0474 0.0213
H 0.0034 -0.0332 0.0051
H 0.0434 0.0293 -0.0433
H 0.0601 0.0394 -0.0175
H -0.0030 -0.0257 -0.0039
H 0.0003 -0.0286 -0.0312
H -0.0065 -0.0107 -0.0158
H -0.0102 0.0053 0.0442
H 0.0174 0.0017 -0.0354
H -0.0131 -0.0123 0.0173
H -0.0424 0.0138 -0.0348
H 0.0565 -0.0143 -0.0079
H -0.0076 0.0189 0.0254
H 0.0036 0.0350 0.0101
H -0.0167 0.0083 -0.0047
H -0.0132 -0.0255 0.0120
H 0.0567 -0.0720 0.0548
H -0.0419 -0.0246 0.0214
F -0.6314 0.0596 0.2262
As -0.2630 0.0635 -0.0685
F -0.2246 0.0709 -0.0263
F -0.4513 0.2739 -0.4409
F 0.0042 -0.0623 0.0779
F 0.0122 0.2160 0.0635
F 0.0592 0.0384 -0.0668
F -0.0547 0.0682 0.1343
C 0.0839 -0.0497 -0.2319
C -0.0216 -0.0186 0.1865
C 0.0473 0.1467 -0.0163
C -0.2287 0.2641 0.4096
C 0.1514 -0.2314 -0.3175
C 0.0637 -0.1890 -0.1489
C -0.0362 0.0297 0.0844
H 0.0054 0.0078 -0.0403
H -0.0054 -0.0686 -0.1012
H -0.0152 -0.0474 0.0353
H -0.0102 0.1006 0.0113
H -0.0125 0.0057 0.0283
H 0.0023 -0.0299 -0.0072

***

C22H40AsGeN2Si2Ti as an isolated structure. Source: the OMol25 dataset; level of theory: ωB97M-V/def2-TZVPD.

Results
molar mass: 584.15 g mol⁻¹
frontier orbital gap (alpha / beta): 7.549 / 7.558 eV
total charge: 0
F_max: 0.37 eV/Å
multiplicity: 2
highest occupied orbital energy (alpha / beta): -7.777 / -7.764 eV
<S²>: 0.76

Each line ends with the Löwdin spin population.
CARTESIAN COORDINATES (ANGSTROEM)
Ti (-0.3236, 0.1454, 0.3495)  0.972
C (-0.1662, 3.4237, -0.1592)  0.005
N (0.4830, 2.1126, -0.0750)  0.010
C (1.6123, 1.9506, -0.6972)  0.004
C (2.2771, 0.6995, -0.6690)  0.004
C (3.4608, 0.2716, -1.2592)  0.008
C (3.6280, -1.0631, -0.8733)  0.000
C (2.5363, -1.3823, -0.0678)  0.011
N (1.7059, -0.3287, 0.0687)  0.008
C (-1.0789, 3.5000, -1.3589)  0.001
C (-0.5938, 3.9538, -2.5807)  0.000
C (-1.4032, 3.9504, -3.7071)  0.001
C (-2.7103, 3.4941, -3.6216)  0.000
C (-3.2060, 3.0491, -2.4049)  0.001
C (-2.3937, 3.0545, -1.2819)  0.002
H (0.5953, 4.2072, -0.2139)  0.000
H (-0.7375, 3.5787, 0.7580)  0.001
H (2.0717, 2.7663, -1.2581)  0.000
H (4.1102, 0.8565, -1.8908)  0.001
H (4.4378, -1.7223, -1.1380)  0.000
H (2.3292, -2.3248, 0.4148)  0.000
H (0.4245, 4.3184, -2.6538)  0.000
H (-1.0140, 4.3090, -4.6510)  0.000
H (-3.3417, 3.4911, -4.5000)  0.000
H (-4.2254, 2.6942, -2.3292)  0.000
H (-2.7853, 2.7020, -0.3344)  0.001
C (-0.9150, -3.3681, -0.8981)  0.003
Ge (-1.0546, -1.9498, -2.2387)  -0.001
C (-2.5383, -2.3580, -3.4466)  -0.002
C (0.6109, -1.8076, -3.2483)  0.000
C (-1.3575, -0.2229, -1.3743)  -0.022
H (-0.8213, -4.3427, -1.3779)  0.000
H (-1.7932, -3.3808, -0.2507)  0.000
H (-0.0324, -3.2103, -0.2776)  0.001
H (-2.3757, -3.3080, -3.9558)  0.000
H (-2.6403, -1.5734, -4.1963)  0.000
H (-3.4695, -2.4214, -2.8833)  0.000
H (0.8242, -2.7162, -3.8114)  0.000
H (1.4441, -1.6155, -2.5715)  0.000
H (0.5415, -0.9770, -3.9521)  0.000
H (-2.4037, -0.1438, -1.0349)  -0.001
H (-1.1836, 0.5743, -2.1076)  -0.001
C (1.6379, -0.9698, 3.9543)  0.000
Si (0.0260, -1.8757, 3.6262)  -0.001
C (-0.7232, -2.4126, 5.2615)  -0.001
C (0.4093, -3.4324, 2.6531)  0.001
As (-1.6010, -0.6406, 2.4782)  -0.011
Si (-1.3971, 1.4079, 3.5906)  0.002
C (-1.7231, 1.2274, 5.4302)  0.000
C (-2.7552, 2.5008, 2.8846)  0.002
C (0.2464, 2.3222, 3.4098)  0.000
H (2.3742, -1.6508, 4.3885)  0.000
H (1.4918, -0.1440, 4.6521)  0.000
H (2.0507, -0.5623, 3.0290)  0.000
H (-0.0085, -3.0156, 5.8275)  0.000
H (-1.6179, -3.0130, 5.0893)  0.000
H (-1.0111, -1.5595, 5.8744)  0.000
H (1.0223, -4.1180, 3.2416)  0.000
H (0.9512, -3.1965, 1.7386)  0.000
H (-0.5080, -3.9498, 2.3679)  0.000
H (-2.6561, 0.6897, 5.6057)  0.000
H (-1.7911, 2.2074, 5.9080)  0.000
H (-0.9202, 0.6741, 5.9198)  0.000
H (-3.7365, 2.0608, 3.0670)  0.000
H (-2.6442, 2.6202, 1.8060)  0.001
H (-2.7323, 3.4955, 3.3360)  0.000
H (0.9640, 1.9947, 4.1622)  0.000
H (0.0994, 3.3980, 3.5358)  0.000
H (0.7005, 2.1574, 2.4301)  0.000

Atomic forces in eV per Å
Ti 0.3365 -0.0539 0.1357
C -0.0878 0.0030 0.0020
N 0.1846 -0.1899 -0.1696
C -0.0959 -0.0540 0.1065
C -0.0864 -0.0337 0.1267
C 0.0571 -0.0718 -0.0134
C -0.0466 0.0599 0.0723
C 0.0259 0.0273 -0.0545
N -0.2051 0.1124 -0.1525
C -0.0207 0.0201 -0.0179
C -0.0170 -0.0161 -0.0057
C 0.0227 0.0075 -0.0071
C -0.0149 -0.0019 -0.0044
C -0.0151 -0.0021 -0.0111
C 0.0258 0.0279 0.0614
H -0.0191 -0.0061 0.0022
H 0.0442 -0.0031 -0.0063
H -0.0262 0.0526 0.0777
H 0.0054 0.0233 -0.0006
H 0.0122 -0.0059 0.0092
H -0.0145 0.0017 -0.0033
H 0.0175 0.0036 0.0047
H 0.0021 0.0000 -0.0090
H -0.0113 -0.0029 -0.0076
H -0.0071 -0.0007 -0.0044
H -0.0065 0.0026 -0.0210
C 0.0028 0.0344 -0.0084
Ge 0.0112 0.0291 -0.0365
C -0.0055 0.0019 0.0155
C 0.0042 0.0321 -0.0008
C -0.1334 0.0295 0.0209
H -0.0018 -0.0226 0.0028
H 0.0124 -0.0043 0.0103
H -0.0025 -0.0273 0.0230
H -0.0054 -0.0198 -0.0167
H -0.0149 0.0039 -0.0147
H -0.0319 -0.0054 -0.0165
H -0.0127 -0.0293 0.0043
H 0.0316 0.0129 -0.0184
H 0.0163 0.0038 -0.0199
H 0.0171 -0.0187 -0.0502
H -0.0005 -0.0437 0.0055
C -0.0691 0.0338 -0.0434
Si 0.0153 -0.0673 0.1169
C 0.0380 0.0068 -0.0293
C -0.0805 0.0548 -0.0458
As 0.0968 0.1131 -0.1473
Si -0.0734 0.1177 0.1434
C 0.0190 -0.0985 -0.0293
C 0.0603 -0.0091 -0.0118
C -0.0237 -0.0895 -0.1291
H 0.0027 -0.0191 0.0109
H 0.0186 0.0013 0.0162
H 0.0316 0.0102 0.0068
H 0.0049 -0.0140 0.0174
H -0.0098 -0.0144 -0.0082
H -0.0076 0.0099 0.0331
H 0.0193 0.0032 0.0380
H 0.0332 -0.0298 -0.0325
H -0.0044 -0.0269 -0.0019
H -0.0145 0.0079 0.0253
H -0.0064 0.0397 -0.0099
H 0.0163 0.0116 0.0239
H -0.0172 -0.0126 -0.0036
H -0.0250 0.0209 -0.0338
H -0.0063 0.0162 0.0168
H 0.0159 -0.0208 0.0001
H -0.0300 0.0171 0.0250
H 0.0492 0.0615 0.0423